Arrangement P

Molecular formula: C8H9NO
Method: DFT, wB97M-V/def2-TZVPD

Structure (XYZ):
```
19
Properties=species:S:1:pos:R:3
C 1.822 0.829 1.714
C 2.625 1.120 0.592
C 0.472 0.500 1.630
C 2.107 1.119 -0.696
C 0.053 0.257 0.368
C 0.801 0.608 -0.744
C -1.259 -0.043 -1.017
C -2.661 -1.794 -0.269
N -0.113 0.358 -1.840
O -1.613 -1.392 -1.156
H 2.056 0.832 2.741
H 3.566 1.365 0.841
H -0.048 0.371 2.494
H 2.800 1.457 -1.410
H -2.036 0.807 -0.887
H -2.934 -2.792 -0.572
H -3.624 -1.138 -0.075
H -2.348 -2.174 0.745
H 0.334 -0.288 -2.458
```

Values from the calculation:
- HOMO: -8.14 eV
- 2S+1: 1

Arrangement Q

Molecular formula: C8H9NO
Method: DFT, wB97M-V/def2-TZVPD

Structure (XYZ):
```
19
Properties=species:S:1:pos:R:3
C 0.417 -1.388 -1.576
N -0.456 -1.073 -0.486
C -1.511 -1.712 0.095
C -1.969 -0.927 1.153
C -1.219 0.268 1.191
C -0.319 0.112 0.177
C 0.817 1.197 -0.041
O 0.616 2.021 -1.166
C 2.196 1.012 0.461
C 1.382 1.735 1.240
H 0.168 -0.847 -2.489
H 1.262 -0.857 -1.348
H 0.472 -2.428 -1.704
H -1.990 -2.593 -0.222
H -2.879 -1.053 1.582
H -1.159 1.094 1.930
H -0.133 2.656 -1.005
H 3.113 0.630 0.005
H 1.192 2.153 2.203
```

Values from the calculation:
- HOMO: -7.92 eV
- SMILES: Cn1cccc1C1(O)C=C1
- 2S+1: 1

Arrangement R

Molecular formula: C8H9NO
Method: DFT, wB97M-V/def2-TZVPD

Structure (XYZ):
```
19
Properties=species:S:1:pos:R:3
C -0.773 -0.778 3.373
C -0.113 -0.847 2.015
O 0.885 -1.529 1.758
N -0.599 0.091 1.076
C -0.190 0.293 -0.255
C -0.798 1.366 -0.878
C -0.432 1.653 -2.260
C 0.516 0.816 -2.892
C 0.998 -0.222 -2.244
C 0.742 -0.568 -0.901
H -0.542 -1.676 3.872
H -0.344 0.114 4.060
H -1.942 -0.848 3.144
H -1.497 0.579 1.233
H -1.387 1.846 -0.271
H -0.926 2.420 -2.664
H 0.743 1.012 -3.697
H 1.982 -0.913 -2.609
H 1.321 -1.221 -0.411
```

Values from the calculation:
- HOMO: -8.56 eV
- SMILES: CC(=O)Nc1ccccc1
- 2S+1: 1

Which is the most stable structure? arrangement R is the most stable.

Arrangement P

Molecular formula: C4H2O2
Method: DFT, wB97M-V/def2-TZVPD

Structure (XYZ):
```
8
Properties=species:S:1:pos:R:3
O 1.205 -1.486 -0.100
C 0.497 -0.950 -0.914
C -0.421 0.157 -0.613
C -1.248 1.114 -0.729
C -0.440 0.718 0.966
O 0.578 1.189 1.360
H 0.462 -1.256 -1.974
H -1.271 0.371 1.591
```

Values from the calculation:
- HOMO: -11.00 eV
- 2S+1: 1

Arrangement Q

Molecular formula: C4H2O2
Method: DFT, wB97M-V/def2-TZVPD

Structure (XYZ):
```
8
Properties=species:S:1:pos:R:3
O 2.816 -0.098 0.076
C 1.641 -0.037 -0.001
C 0.415 -0.736 0.180
C 0.497 0.730 -0.367
C -0.786 -0.006 -0.312
O -1.837 0.295 0.471
H -1.177 -0.522 -1.446
H -1.568 0.375 1.399
```

Values from the calculation:
- HOMO: -10.55 eV
- SMILES: O=c1c2c1C2O
- 2S+1: 1

Which is the most stable structure? arrangement P is the most stable.

Arrangement P

Molecular formula: C4H2O2
Method: DFT, wB97M-V/def2-TZVPD

Structure (XYZ):
```
8
Properties=species:S:1:pos:R:3
O 1.042 -0.923 1.365
C 1.245 -0.147 0.469
C 0.150 0.371 -0.422
C 0.147 1.277 -1.356
C -1.282 -0.141 -0.171
O -1.826 0.064 0.875
H 2.256 0.223 0.230
H -1.731 -0.724 -0.990
```

Values from the calculation:
- HOMO: -10.97 eV
- 2S+1: 1

Arrangement Q

Molecular formula: C4H2O2
Method: DFT, wB97M-V/def2-TZVPD

Structure (XYZ):
```
8
Properties=species:S:1:pos:R:3
C -0.588 1.529 -0.182
C 0.637 0.618 -0.177
C 1.872 0.013 -0.007
C -0.801 0.167 0.332
O 2.816 -0.608 0.138
O -1.487 -0.840 -0.270
H -1.119 0.019 1.309
H -1.330 -0.898 -1.144
```

Values from the calculation:
- HOMO: -9.01 eV
- 2S+1: 1

Arrangement R

Molecular formula: C4H2O2
Method: DFT, wB97M-V/def2-TZVPD

Structure (XYZ):
```
8
Properties=species:S:1:pos:R:3
O -0.870 -1.336 0.909
C -0.569 -0.585 0.005
C -0.450 1.058 0.457
O -1.134 1.867 0.975
C 0.900 0.749 0.082
C 1.170 -0.347 -0.513
H -1.008 -0.445 -0.985
H 1.960 -0.960 -0.931
```

Values from the calculation:
- HOMO (alpha / beta): -9.16 / -9.16 eV
- 2S+1: 1

Which is the most stable structure? arrangement P is the most stable.

Arrangement P

Molecular formula: C3H8ClNS
Method: DFT, wB97M-V/def2-TZVPD

Structure (XYZ):
```
14
Properties=species:S:1:pos:R:3
C -0.442 0.110 -0.434
C 0.843 0.149 0.325
C -1.213 -1.081 0.083
H 0.081 2.202 -0.367
H -1.018 1.663 0.699
H -0.593 0.023 -1.594
H 1.429 1.212 0.328
H 0.801 -0.152 1.358
H 3.595 -0.197 -0.599
H -0.616 -2.052 -0.729
H -0.958 -1.112 1.313
N -0.992 1.535 -0.184
S 2.050 -1.237 -0.128
Cl -2.968 -1.062 -0.073
```

Values from the calculation:
- HOMO: -9.34 eV
- 2S+1: 1

Arrangement Q

Molecular formula: C3H8ClNS
Method: DFT, wB97M-V/def2-TZVPD

Structure (XYZ):
```
14
Properties=species:S:1:pos:R:3
C -0.131 1.535 0.166
C -0.384 0.111 0.320
C 1.306 -0.542 0.069
S 1.240 -2.315 -0.113
N -1.409 -0.651 -0.462
Cl -2.779 -1.128 0.473
H -0.973 2.221 0.434
H 0.603 1.718 0.901
H 0.447 1.819 -0.671
H -0.687 0.042 1.389
H 1.720 -0.322 1.016
H 1.708 0.044 -0.831
H 1.160 -2.539 -1.468
H -1.822 0.007 -1.224
```

Values from the calculation:
- HOMO: -8.63 eV
- SMILES: C[C@H](CS)NCl
- 2S+1: 1

Which is the most stable structure? arrangement Q is the most stable.

Arrangement P

Molecular formula: C5H16NO2
Method: DFT, wB97M-V/def2-TZVPD

Structure (XYZ):
```
24
Properties=species:S:1:pos:R:3
C -1.423 -2.324 1.623
C -1.932 -1.934 0.230
C -0.802 -1.638 -0.764
C -0.274 -0.234 -0.674
C -1.115 1.768 -1.752
N -1.292 0.792 -0.967
H -1.116 -3.357 1.694
H -0.680 -1.607 1.985
H -2.213 -2.167 2.358
H -2.686 -2.631 -0.150
H -2.580 -1.059 0.391
H 0.014 -2.352 -0.670
H -1.148 -1.832 -1.779
H 0.055 -0.019 0.338
H 0.595 0.008 -1.269
H -1.869 2.530 -1.796
H -0.187 1.886 -2.309
H -2.083 0.704 -0.342
H 2.022 1.025 1.558
H 2.347 2.244 0.710
O 1.595 1.752 1.072
H 5.167 2.127 -0.091
H 5.086 3.530 0.427
O 4.518 2.789 0.178
```

Values from the calculation:
- HOMO: -14.53 eV
- Total charge: +1
- 2S+1: 1

Arrangement Q

Molecular formula: C5H16NO2
Method: DFT, wB97M-V/def2-TZVPD

Structure (XYZ):
```
24
Properties=species:S:1:pos:R:3
C 1.307 -1.507 -1.413
C 2.204 -0.745 -0.403
C 1.436 -0.244 0.765
C 1.486 1.081 1.135
C 0.868 1.655 2.327
N -1.326 -1.785 -0.472
H 0.569 -0.740 -1.718
H 1.921 -1.540 -2.327
H 2.879 -1.487 0.050
H 2.783 -0.023 -0.976
H 0.568 -0.823 1.068
H 2.055 1.718 0.463
H 0.103 2.425 2.147
H 0.260 0.952 2.902
H 1.542 2.212 2.980
H -2.004 -2.383 -0.013
H 1.026 -2.547 -1.273
H -1.486 -1.835 -1.467
H -3.623 2.280 -2.074
H -4.546 1.383 -1.216
O -4.171 1.493 -2.096
H -1.709 1.025 0.671
H -1.087 -0.904 0.028
O -1.055 0.340 0.911
```

Values from the calculation:
- HOMO: -13.33 eV
- Total charge: +1
- 2S+1: 1

Which is the most stable structure? arrangement P is the most stable.

Arrangement P

Molecular formula: C3H13O5
Method: DFT, wB97M-V/def2-TZVPD

Structure (XYZ):
```
21
Properties=species:S:1:pos:R:3
C 1.877 -1.171 0.018
C 0.459 -1.417 0.511
O 0.183 -2.831 0.256
C 1.857 0.140 -0.859
O 1.673 1.184 0.096
H 2.186 -1.978 -0.644
H 2.599 -0.925 0.787
H 0.264 -1.228 1.564
H -0.222 -0.878 -0.141
H -0.510 -3.176 0.822
H 2.794 0.236 -1.419
H 1.024 0.139 -1.570
H -2.021 0.607 1.454
H -3.292 0.589 0.839
O -2.974 0.551 1.738
H -0.961 1.523 -1.225
H -1.987 1.568 -2.492
O -1.102 1.365 -2.206
H 0.697 1.444 0.073
H -0.940 2.382 0.902
O -0.901 1.573 0.413
```

Values from the calculation:
- HOMO: -4.97 eV
- Total charge: -1
- 2S+1: 1

Arrangement Q

Molecular formula: C3H13O5
Method: DFT, wB97M-V/def2-TZVPD

Structure (XYZ):
```
21
Properties=species:S:1:pos:R:3
C -1.419 -0.403 0.845
O -1.409 -1.656 0.200
C -0.341 -0.384 1.949
C 1.074 -0.808 1.340
O 1.754 0.415 1.325
H -1.297 0.350 0.148
H -2.424 -0.388 1.285
H -0.624 -0.954 2.899
H -0.235 0.628 2.372
H 1.468 -1.379 2.190
H 0.827 -1.255 0.398
H 1.632 0.990 0.459
H -0.155 2.199 0.189
H 0.599 1.936 -1.238
O 0.545 2.487 -0.378
H 0.246 -0.122 -2.248
H 0.515 1.431 -3.571
O 0.437 1.176 -2.668
H -0.978 -1.545 -0.699
H -0.320 -1.504 -2.783
O 0.103 -1.215 -2.014
```

Values from the calculation:
- HOMO: -5.27 eV
- Total charge: -1
- 2S+1: 1

Which is the most stable structure? arrangement P is the most stable.

Arrangement P

Molecular formula: C6H5N4
Method: DFT, wB97M-V/def2-TZVPD

Structure (XYZ):
```
15
Properties=species:S:1:pos:R:3
C 1.366 -1.684 -2.183
C 0.763 -0.901 -1.168
N -0.120 -1.355 -0.244
C -0.698 -0.698 0.554
C -0.608 0.731 0.654
C -1.154 1.728 1.600
C -1.149 1.104 2.919
N -1.212 0.358 3.808
N 0.250 1.115 -0.224
N 0.825 0.395 -1.029
H 2.257 -1.176 -2.527
H 1.526 -2.731 -1.918
H 0.779 -1.556 -3.109
H -0.486 2.671 1.443
H -2.339 1.998 1.422
```

Values from the calculation:
- HOMO (alpha / beta): -15.58 / -15.58 eV
- Total charge: +1
- SMILES: CC1=[N+]=C=C(CC#N)N=N1
- 2S+1: 1

Arrangement Q

Molecular formula: C6H5N4
Method: DFT, wB97M-V/def2-TZVPD

Structure (XYZ):
```
15
Properties=species:S:1:pos:R:3
C 1.278 1.199 -0.462
C 3.288 0.293 0.227
C 0.493 0.176 -0.097
C 1.683 -1.419 0.072
C -0.460 -1.904 -0.243
C -1.866 -0.095 0.263
N 2.560 1.333 -0.026
N 2.841 -1.003 0.040
N 0.745 -2.349 -0.054
N -0.650 -0.487 -0.040
H 0.836 1.968 -1.176
H 4.354 0.530 0.465
H -1.246 -2.482 -0.445
H -2.791 -0.655 0.159
H -2.149 0.793 0.695
```

Values from the calculation:
- HOMO (alpha / beta): -13.16 / -13.15 eV
- Total charge: +1
- 2S+1: 1

Which is the most stable structure? arrangement P is the most stable.

Arrangement P

Molecular formula: C4H12BBr4Na3
Method: DFT, wB97M-V/def2-TZVPD

Structure (XYZ):
```
24
Properties=species:S:1:pos:R:3
Na -0.298 2.594 2.131
Na -0.308 -0.255 2.194
Na -2.637 0.468 1.216
B -0.965 1.248 0.702
H -1.025 2.240 0.280
H -1.399 0.458 0.111
H 0.061 0.959 0.871
H -1.300 1.363 1.721
Br 0.012 0.121 -4.140
C -0.892 -0.063 -2.293
C -2.078 -0.981 -2.362
Br -2.737 -1.186 -0.416
H -1.136 0.939 -1.942
H -0.132 -0.595 -1.722
H -1.654 -1.951 -2.621
H -2.938 -0.636 -2.936
Br 4.209 0.599 2.061
C 2.923 -0.829 1.712
C 1.952 -0.267 0.661
Br 0.783 -1.887 0.195
H 2.375 -1.180 2.587
H 3.369 -1.675 1.188
H 2.581 0.028 -0.179
H 1.233 0.487 0.980
```

Values from the calculation:
- HOMO: -15.57 eV
- Total charge: +2
- 2S+1: 1

Arrangement Q

Molecular formula: C4H12BBr4Na3
Method: DFT, wB97M-V/def2-TZVPD

Structure (XYZ):
```
24
Properties=species:S:1:pos:R:3
Na 4.426 1.791 -6.450
Na 7.108 -2.414 -2.685
Na 2.457 -4.626 -5.857
B 2.747 -0.217 -2.949
H 3.689 0.309 -2.982
H 1.924 0.219 -3.494
H 2.879 -1.195 -3.385
H 2.467 -0.258 -1.908
Br 0.394 -5.718 2.735
C -0.026 -4.105 3.796
C -1.559 -3.913 3.936
Br -1.670 -2.377 5.147
H 0.236 -3.275 3.140
H 0.358 -4.219 4.810
H -2.154 -4.712 4.378
H -1.989 -3.600 2.984
Br -2.599 6.549 1.192
C -2.831 4.772 0.585
C -2.377 4.605 -0.841
Br -3.691 5.399 -2.033
H -3.834 4.380 0.755
H -2.403 4.116 1.342
H -2.198 3.575 -1.151
H -1.355 4.914 -1.064
```

Values from the calculation:
- HOMO: -12.07 eV
- Total charge: +2
- 2S+1: 1

Which is the most stable structure? arrangement Q is the most stable.